(1)
{
  "formula": "C4H11N2",
  "method": "ωB97M-V/def2-TZVPD",
  "smiles": "CCCNC=[NH2+]",
  "energy_ha": -268.2649,
  "largest_force_ha_per_bohr": 0.05138,
  "charge": 1,
  "lumo_ev": -3.862,
  "de_lowest_kj_mol": 104.88,
  "mol_weight_g_mol": 87.15,
  "multiplicity": 1,
  "symbols": ["C", "C", "C", "N", "C", "N", "H", "H", "H", "H", "H", "H", "H", "H", "H", "H", "H"],
  "coordinates": [[0.388, 2.415, -1.110], [-0.722, 1.590, -0.408], [-0.283, 0.742, 0.802], [0.392, -0.499, 0.357], [-0.255, -1.644, 0.318], [0.352, -2.812, 0.165], [1.227, 1.867, -1.526], [0.759, 3.082, -0.329], [-0.127, 3.085, -1.793], [-1.581, 1.124, -0.890], [-1.194, 2.430, 0.133], [-1.021, 0.486, 1.556], [0.477, 1.338, 1.304], [1.384, -0.643, 0.188], [-1.283, -1.622, 0.663], [-0.163, -3.556, -0.264], [1.310, -2.857, -0.161]]
}

(2)
{
  "formula": "C4H11N2",
  "method": "ωB97M-V/def2-TZVPD",
  "smiles": "CC/C([NH3+])=C/N",
  "energy_ha": -268.2023,
  "largest_force_ha_per_bohr": 0.09532,
  "charge": 1,
  "lumo_ev": -3.695,
  "de_lowest_kj_mol": 269.35,
  "mol_weight_g_mol": 87.15,
  "multiplicity": 1,
  "symbols": ["C", "C", "C", "C", "N", "N", "H", "H", "H", "H", "H", "H", "H", "H", "H", "H", "H"],
  "coordinates": [[1.192, -1.895, -0.237], [1.279, -0.546, 0.509], [0.029, 0.168, 0.390], [-0.028, 1.089, -0.656], [-1.120, 1.737, -1.213], [-1.164, -0.319, 1.174], [1.233, -1.554, -1.315], [0.333, -2.395, 0.154], [1.945, -2.631, -0.111], [1.647, -0.921, 1.543], [2.034, 0.115, -0.033], [0.931, 1.151, -1.292], [-1.692, 2.114, -0.565], [-0.922, 2.441, -2.042], [-1.626, -0.997, 0.604], [-0.928, -0.626, 2.077], [-1.804, 0.484, 1.224]]
}

(3)
{
  "formula": "C4H11N2",
  "method": "ωB97M-V/def2-TZVPD",
  "energy_ha": -267.9249,
  "largest_force_ha_per_bohr": 0.21583,
  "charge": 1,
  "lumo_ev": [-2.866, -8.151],
  "de_lowest_kj_mol": 536.85,
  "mol_weight_g_mol": 87.15,
  "multiplicity": 3,
  "s2": 2.008,
  "symbols": ["C", "C", "C", "C", "N", "N", "H", "H", "H", "H", "H", "H", "H", "H", "H", "H", "H"],
  "coordinates": [[0.788, 0.717, -0.082], [1.987, -0.104, -0.459], [-1.671, 0.670, -0.639], [-0.724, -1.191, 0.592], [0.139, 1.096, 1.137], [-0.600, 0.183, 0.192], [0.841, 1.476, -0.850], [1.997, -0.930, 0.212], [2.954, 0.377, -0.450], [1.976, -0.297, -1.456], [-2.569, 0.224, -0.300], [-1.693, 1.669, -0.355], [-1.450, 0.483, -1.803], [-1.711, -1.466, 0.963], [-0.540, -1.992, -0.258], [-0.166, -1.502, 1.588], [0.441, 0.586, 1.966]]
}

(4)
{
  "formula": "C4H11N2",
  "method": "ωB97M-V/def2-TZVPD",
  "energy_ha": -268.0576,
  "largest_force_ha_per_bohr": 0.10633,
  "charge": 1,
  "lumo_ev": [-4.299, -7.389],
  "de_lowest_kj_mol": 188.42,
  "mol_weight_g_mol": 87.15,
  "multiplicity": 3,
  "s2": 2.009,
  "symbols": ["C", "C", "C", "C", "N", "N", "H", "H", "H", "H", "H", "H", "H", "H", "H", "H", "H"],
  "coordinates": [[0.619, -1.161, 0.209], [-1.806, 0.700, 0.212], [0.553, 1.846, -0.490], [-0.570, 0.848, -0.529], [-0.158, -2.209, 0.490], [1.954, -1.196, 0.220], [-1.650, 1.190, 1.142], [-2.138, -0.291, 0.499], [-2.559, 1.110, -0.329], [1.348, 1.426, -0.970], [0.508, 2.319, 0.511], [0.274, 2.666, -1.047], [-0.544, 0.408, -1.568], [-1.128, -2.140, 0.719], [0.344, -2.962, 0.908], [2.390, -0.527, -0.376], [2.564, -2.028, 0.397]]
}

(5)
{
  "formula": "C4H11N2",
  "method": "ωB97M-V/def2-TZVPD",
  "energy_ha": -267.7794,
  "largest_force_ha_per_bohr": 0.07367,
  "charge": 2,
  "lumo_ev": [-8.622, -12.165],
  "de_lowest_kj_mol": 119.88,
  "mol_weight_g_mol": 87.15,
  "multiplicity": 2,
  "s2": 0.762,
  "symbols": ["C", "C", "C", "C", "N", "N", "H", "H", "H", "H", "H", "H", "H", "H", "H", "H", "H"],
  "coordinates": [[1.406, -0.519, 0.485], [0.799, 0.866, 0.113], [-0.542, 0.759, -0.631], [-1.802, 0.931, -0.074], [-0.461, 0.107, -1.813], [0.295, -1.390, 1.191], [2.122, -0.607, 1.289], [1.505, -1.048, -0.461], [1.468, 1.412, -0.574], [0.709, 1.584, 0.939], [-2.698, 0.732, -0.661], [-1.991, 1.124, 0.977], [-1.128, 0.372, -2.558], [0.342, 0.272, -2.445], [-0.055, -0.875, 2.011], [0.594, -2.294, 1.568], [-0.564, -1.424, 0.644]]
}

(6)
{
  "formula": "C4H11N2",
  "method": "ωB97M-V/def2-TZVPD",
  "energy_ha": -267.6867,
  "largest_force_ha_per_bohr": 0.08616,
  "charge": 2,
  "lumo_ev": [-10.054, -14.902],
  "de_lowest_kj_mol": 363.10,
  "mol_weight_g_mol": 87.15,
  "multiplicity": 2,
  "s2": 0.760,
  "symbols": ["C", "C", "C", "N", "C", "N", "H", "H", "H", "H", "H", "H", "H", "H", "H", "H", "H"],
  "coordinates": [[2.498, -0.155, 0.792], [1.761, -0.531, -0.506], [0.589, 0.334, -0.905], [-0.520, 0.492, 0.102], [-1.787, 0.271, -0.188], [-2.747, -0.320, 0.548], [1.822, -0.100, 1.732], [3.094, 0.757, 0.784], [3.247, -0.890, 1.116], [1.403, -1.539, -0.316], [2.524, -0.777, -1.254], [0.063, 0.123, -1.852], [1.084, 1.307, -1.167], [-0.345, 0.945, 0.939], [-2.045, 0.392, -1.255], [-2.910, -0.108, 1.501], [-3.431, -0.826, 0.065]]
}

(7)
{
  "formula": "C4H11N2O",
  "method": "ωB97M-V/def2-TZVPD",
  "energy_ha": -343.6171,
  "largest_force_ha_per_bohr": 0.07323,
  "charge": -1,
  "lumo_ev": 3.765,
  "de_lowest_kj_mol": 404.41,
  "mol_weight_g_mol": 103.14,
  "multiplicity": 1,
  "symbols": ["N", "C", "C", "N", "C", "C", "O", "H", "H", "H", "H", "H", "H", "H", "H", "H", "H", "H"],
  "coordinates": [[2.314, -0.979, 1.019], [1.286, 0.052, 1.099], [1.312, 0.971, -0.150], [2.033, 0.726, -1.180], [-1.950, -0.764, -1.029], [-2.139, 0.430, -0.048], [-2.663, 0.139, 1.131], [3.165, -0.616, 1.424], [2.564, -0.996, 0.028], [0.330, -0.474, 1.124], [1.415, 0.668, 1.991], [0.838, 1.939, 0.088], [1.244, -0.056, -1.090], [-0.972, -1.246, -0.966], [-2.736, -1.481, -0.767], [-2.127, -0.449, -2.062], [-1.138, 0.952, -0.030], [-2.778, 1.184, -0.583]]
}

(8)
{
  "formula": "C4H11N2O",
  "method": "ωB97M-V/def2-TZVPD",
  "energy_ha": -343.7051,
  "largest_force_ha_per_bohr": 0.02577,
  "charge": -1,
  "lumo_ev": 4.273,
  "de_lowest_kj_mol": 173.59,
  "mol_weight_g_mol": 103.14,
  "multiplicity": 1,
  "symbols": ["C", "C", "N", "H", "H", "H", "H", "H", "C", "O", "C", "N", "H", "H", "H", "H", "H", "H"],
  "coordinates": [[1.210, -1.550, -1.897], [-0.757, -0.433, -2.298], [-0.224, -1.599, -2.227], [1.500, -2.272, -1.126], [1.572, -0.565, -1.597], [1.745, -1.862, -2.803], [-1.785, -0.447, -2.675], [-0.261, 0.498, -1.884], [-0.424, 1.150, 0.535], [0.562, 1.209, -0.417], [0.180, 0.707, 1.874], [-0.832, 0.739, 2.961], [-0.927, 2.128, 0.666], [-1.248, 0.433, 0.274], [0.592, -0.298, 1.741], [0.965, 1.421, 2.124], [-1.465, -0.043, 2.876], [-0.405, 0.784, 3.873]]
}

(9)
{
  "formula": "C4H11N2O",
  "method": "ωB97M-V/def2-TZVPD",
  "smiles": "CO[C@@H](N)C(C)=[NH2+]",
  "energy_ha": -343.4480,
  "largest_force_ha_per_bohr": 0.15771,
  "charge": 1,
  "lumo_ev": -4.211,
  "de_lowest_kj_mol": 304.92,
  "mol_weight_g_mol": 103.14,
  "multiplicity": 1,
  "symbols": ["C", "C", "C", "C", "N", "N", "O", "H", "H", "H", "H", "H", "H", "H", "H", "H", "H", "H"],
  "coordinates": [[0.436, -0.103, -0.059], [-0.696, 0.923, 0.363], [-0.401, 2.325, 0.089], [0.736, -2.613, 0.026], [0.662, 0.092, -1.441], [-1.698, 0.537, 1.055], [-0.087, -1.419, 0.204], [1.233, -0.026, 0.800], [-0.888, 2.590, -0.745], [0.574, 2.556, -0.029], [-0.847, 2.960, 0.992], [1.279, -2.321, -0.947], [1.475, -2.593, 0.894], [0.108, -3.372, -0.034], [1.602, 0.398, -1.663], [0.548, -0.730, -1.988], [-1.680, -0.461, 1.204], [-2.355, 1.257, 1.278]]
}

(10)
{
  "formula": "C4H11N2O",
  "method": "ωB97M-V/def2-TZVPD",
  "energy_ha": -343.4339,
  "largest_force_ha_per_bohr": 0.03761,
  "charge": 1,
  "lumo_ev": -5.352,
  "de_lowest_kj_mol": 341.99,
  "mol_weight_g_mol": 103.14,
  "multiplicity": 1,
  "symbols": ["C", "C", "C", "N", "H", "H", "H", "H", "H", "H", "N", "C", "O", "H", "H", "H", "H", "H"],
  "coordinates": [[-0.804, -2.362, -1.648], [-0.614, -2.898, -2.842], [-0.252, -0.432, -0.350], [-0.430, -1.015, -1.467], [-0.899, -2.942, -0.729], [-0.199, -2.263, -3.598], [-0.935, -3.932, -3.021], [-0.193, 0.684, -0.225], [-0.386, -1.035, 0.585], [-0.207, -0.615, -2.347], [1.649, 2.227, 2.113], [0.320, 2.505, 1.608], [-0.648, 1.407, 1.803], [1.716, 2.200, 3.139], [1.964, 1.354, 1.750], [-0.023, 3.443, 2.015], [0.363, 2.634, 0.542], [-0.423, 1.039, 2.673]]
}

(11)
{
  "formula": "C4H11N2O",
  "method": "ωB97M-V/def2-TZVPD",
  "smiles": "CC(=[NH2+])N[C@@H](C)O",
  "energy_ha": -343.4716,
  "largest_force_ha_per_bohr": 0.11561,
  "charge": 1,
  "lumo_ev": -3.139,
  "de_lowest_kj_mol": 243.13,
  "mol_weight_g_mol": 103.14,
  "multiplicity": 1,
  "symbols": ["C", "C", "C", "C", "N", "N", "O", "H", "H", "H", "H", "H", "H", "H", "H", "H", "H", "H"],
  "coordinates": [[1.598, 0.173, -0.642], [1.521, 1.574, -1.047], [-2.215, -0.028, 1.243], [-1.069, -0.669, 0.542], [0.057, 0.121, 0.358], [-1.084, -1.785, -0.042], [2.554, -0.116, 0.182], [1.895, 2.289, -0.335], [0.433, 1.881, -1.394], [2.013, 1.376, -1.968], [-3.100, -0.223, 0.568], [-2.028, 1.005, 1.207], [-2.515, -0.407, 2.240], [-0.150, 1.019, 0.811], [1.449, -0.617, -1.404], [2.728, -1.052, 0.251], [-0.223, -2.014, -0.480], [-1.865, -2.527, -0.090]]
}

(12)
{
  "formula": "C4H11N2O",
  "method": "ωB97M-V/def2-TZVPD",
  "energy_ha": -343.1321,
  "largest_force_ha_per_bohr": 0.04762,
  "charge": 1,
  "lumo_ev": -8.971,
  "de_lowest_kj_mol": 1134.23,
  "mol_weight_g_mol": 103.14,
  "multiplicity": 1,
  "symbols": ["C", "C", "C", "C", "N", "O", "N", "H", "H", "H", "H", "H", "H", "H", "H", "H", "H", "H"],
  "coordinates": [[3.744, 1.394, -0.279], [4.498, 0.219, -0.458], [-1.930, -0.115, 1.884], [-2.702, 0.589, 0.913], [-4.577, -1.412, -1.342], [-2.525, 0.378, -0.274], [4.105, -0.885, 0.087], [5.415, 0.403, -1.026], [2.890, 1.367, 0.400], [2.775, -0.069, -0.422], [4.127, 2.338, -0.630], [-2.193, -0.103, 2.938], [-1.042, -0.657, 1.581], [-5.281, -0.806, -0.926], [-4.851, -1.259, -2.313], [-3.666, -1.018, -1.150], [4.704, -1.672, -0.139], [-3.489, 1.308, 1.157]]
}